1.
# C3H8N3

An isolated ion of composition C3H8N3 and charge +1 (ωB97M-V with the def2-TZVPD basis set, the Open Molecules 2025 dataset).

## Properties
- Frontier orbital gap: 0.307 hartree
- HOMO level: -13.38 eV
- SMILES: [NH+]#C[C@@H](N)CN
- LUMO: -5.04 eV
- Charge: +1

Atoms and positions in Å:
C (-1.339, 0.770, 0.596)
C (-0.580, -0.088, -0.224)
C (0.916, 0.012, 0.494)
N (-0.559, 0.279, -1.645)
N (-1.799, 1.497, 1.381)
N (1.674, -1.158, 0.150)
H (-0.808, -1.166, 0.019)
H (-1.378, 0.008, -2.169)
H (1.511, 0.934, 0.142)
H (0.783, 0.280, 1.501)
H (0.274, -0.135, -1.988)
H (-2.690, 1.781, 1.659)
H (2.301, -1.540, 0.830)
H (1.696, -1.475, -0.747)

Taken from the Mulliken analysis, the atomic charges in e are: C 0.169; C 0.337; C -0.647; N -0.613; N -0.090; N -0.408; H 0.294; H 0.262; H 0.325; H 0.459; H 0.265; H 0.336; H 0.186; H 0.125


2.
# C3H8N3

An isolated ion of composition C3H8N3 and charge +1 (ωB97M-V with the def2-TZVPD basis set, the Open Molecules 2025 dataset).

## Properties
- Frontier orbital gap: 0.375 hartree
- HOMO level: -14.78 eV
- SMILES: C[N+]1=NNCC1
- LUMO: -4.58 eV
- Charge: +1

Atoms and positions in Å:
C (-0.685, 1.116, 1.121)
C (-0.054, -0.295, 0.883)
C (0.640, -1.497, -1.240)
N (0.063, 0.796, -1.044)
N (-0.350, 1.706, -0.214)
N (0.104, -0.379, -0.538)
H (-1.771, 1.121, 1.261)
H (-0.232, 1.670, 2.030)
H (1.001, -0.582, 1.260)
H (-0.784, -1.047, 1.319)
H (0.624, -2.443, -0.618)
H (1.763, -1.418, -1.388)
H (0.257, -1.424, -2.179)
H (-0.577, 2.676, -0.652)

Taken from the Mulliken analysis, the atomic charges in e are: C -0.388; C -0.441; C -0.716; N -0.507; N 0.041; N 0.549; H 0.294; H 0.281; H 0.337; H 0.259; H 0.309; H 0.330; H 0.331; H 0.321


3.
# C3H8N3

C3H8N3 as an isolated structure (ωB97M-V with the def2-TZVPD basis set, the Open Molecules 2025 dataset).

## Properties
- Frontier orbital gap (alpha / beta): 0.319 / 0.290 hartree
- HOMO level (alpha / beta): -15.76 / -15.51 eV
- LUMO (alpha / beta): -7.09 / -7.61 eV
- Charge: +1

Atoms and positions in Å:
C (-2.256, -0.190, 0.087)
C (-0.401, 1.119, 0.068)
C (1.641, -0.098, 0.022)
N (-1.812, 1.021, 0.012)
N (-1.598, -1.244, -0.394)
N (0.391, 0.127, -0.555)
H (-3.350, -0.286, 0.575)
H (-0.233, 2.055, -0.300)
H (-0.130, 1.256, 1.117)
H (1.730, 0.370, 1.052)
H (2.063, -1.160, -0.042)
H (2.412, 0.452, -0.427)
H (-1.872, -2.231, -0.005)
H (-0.503, -0.694, -0.601)

Taken from the Mulliken analysis, the atomic charges in e are: C 0.048; C -0.534; C -0.738; N -0.255; N -0.391; N -0.096; H 0.355; H 0.419; H 0.408; H 0.295; H 0.324; H 0.359; H 0.306; H 0.501


4.
# C3H8N3

A 2-piece molecular cluster, C3H8N3 overall (ωB97M-V with the def2-TZVPD basis set, the Open Molecules 2025 dataset).

## Properties
- Frontier orbital gap: 0.333 hartree
- HOMO level: -13.60 eV
- LUMO: -4.53 eV
- Charge: +1

Atoms and positions in Å:
C (1.129, -0.002, -0.932)
C (-1.360, 0.195, -0.429)
C (0.196, -0.049, 0.895)
N (1.373, -0.578, 0.371)
N (-1.070, -0.653, 0.712)
N (0.002, 0.796, -0.362)
H (1.957, 0.606, -1.306)
H (0.783, -0.692, -1.712)
H (-1.529, -0.371, -1.351)
H (-2.155, 0.935, -0.297)
H (0.571, 0.286, 2.800)
H (1.746, -1.492, 0.575)
H (-1.729, -0.789, 1.464)
H (0.087, 1.808, -0.428)

Taken from the Mulliken analysis, the atomic charges in e are: C -0.419; C -0.404; C -0.021; N -0.246; N -0.330; N -0.024; H 0.326; H 0.287; H 0.271; H 0.322; H 0.302; H 0.262; H 0.301; H 0.372


The data favor 2; the next most stable structure lies 0.0126 hartree above it.


1.
# C3H8N3

A 2-piece molecular cluster, C3H8N3 overall (ωB97M-V with the def2-TZVPD basis set, the Open Molecules 2025 dataset).

## Properties
- Frontier orbital gap: 0.334 hartree
- HOMO level: -15.31 eV
- LUMO: -6.22 eV
- Charge: +1

Atoms and positions in Å:
C (-1.194, 0.003, 1.161)
C (-0.441, 0.251, -0.029)
C (0.041, 1.374, -0.650)
N (-2.146, -0.399, 0.144)
N (-1.375, -0.436, -0.796)
N (1.527, -1.264, -0.291)
H (-0.814, -0.824, 1.690)
H (-1.401, 0.799, 1.823)
H (0.407, 1.166, -1.642)
H (0.867, 1.835, -0.045)
H (-0.801, 2.071, -0.600)
H (1.188, -2.216, -0.653)
H (1.779, -1.296, 0.689)
H (2.362, -1.064, -0.800)

Taken from the Mulliken analysis, the atomic charges in e are: C -0.292; C 0.942; C -1.167; N -0.079; N -0.193; N -0.724; H 0.280; H 0.308; H 0.348; H 0.327; H 0.392; H 0.295; H 0.291; H 0.272


2.
# C3H8N3

An isolated ion of composition C3H8N3 and charge +1 (ωB97M-V with the def2-TZVPD basis set, the Open Molecules 2025 dataset).

## Properties
- Frontier orbital gap (alpha / beta): 0.214 / 0.214 hartree
- HOMO level (alpha / beta): -11.82 / -11.82 eV
- LUMO (alpha / beta): -5.99 / -5.99 eV
- Charge: +1

Atoms and positions in Å:
C (1.461, -0.113, -1.503)
C (-0.260, -0.956, 0.071)
C (-0.219, 1.327, 1.598)
N (0.240, -0.152, -1.075)
N (0.355, 0.161, 2.176)
N (-0.618, -0.073, 1.267)
H (2.105, -0.943, -1.249)
H (1.726, 0.774, -2.097)
H (-1.067, -1.557, -0.161)
H (0.647, -1.444, 0.438)
H (-0.906, 1.963, 2.070)
H (0.481, 1.799, 0.893)
H (-0.415, 0.322, -1.633)
H (-1.639, -0.254, 1.637)

Taken from the Mulliken analysis, the atomic charges in e are: C -0.119; C -0.509; C -0.181; N -0.035; N -0.796; N 0.208; H 0.287; H 0.292; H 0.351; H 0.364; H 0.302; H 0.205; H 0.270; H 0.362


The data favor 1; the next most stable structure lies 0.0346 hartree above it.


1.
# C2H2Cl2O2S

One molecule with the formula C2H2Cl2O2S (ωB97M-V with the def2-TZVPD basis set, the Open Molecules 2025 dataset).

## Properties
- Frontier orbital gap: 0.392 hartree
- HOMO level: -10.73 eV
- SMILES: O=S(=O)(Cl)/C=C/Cl
- LUMO: -0.08 eV
- Charge: 0

Atoms and positions in Å:
C (0.317, -0.464, 0.430)
C (1.366, 0.040, -0.304)
O (-1.178, 0.559, -1.459)
O (-1.500, 1.298, 0.906)
S (-1.230, 0.302, -0.040)
Cl (3.060, -0.166, 0.029)
Cl (-2.627, -1.169, 0.237)
H (0.477, -0.938, 1.359)
H (1.315, 0.537, -1.158)

Taken from the Mulliken analysis, the atomic charges in e are: C -0.236; C -0.291; O -0.518; O -0.461; S 0.962; Cl -0.138; Cl -0.178; H 0.412; H 0.447


2.
# C2H2Cl2O2S

One molecule with the formula C2H2Cl2O2S (ωB97M-V with the def2-TZVPD basis set, the Open Molecules 2025 dataset).

## Properties
- Frontier orbital gap (alpha / beta): 0.316 / 0.316 hartree
- HOMO level (alpha / beta): -10.19 / -10.18 eV
- SMILES: O=S(=O)=CC(Cl)Cl
- LUMO (alpha / beta): -1.58 / -1.58 eV
- Charge: 0

Atoms and positions in Å:
C (-0.533, -0.374, 0.547)
C (1.297, -0.132, 0.246)
O (-2.937, 0.377, -0.130)
O (-1.114, 1.737, -1.113)
S (-1.538, 0.510, -0.485)
Cl (2.217, -0.939, 1.393)
Cl (1.654, -0.725, -1.392)
H (-0.621, -1.353, 0.767)
H (1.575, 0.899, 0.167)

Taken from the Mulliken analysis, the atomic charges in e are: C -0.398; C -0.053; O -0.473; O -0.451; S 0.897; Cl -0.110; Cl -0.141; H 0.391; H 0.338


The data favor 1; the next most stable structure lies 0.0839 hartree above it.


1.
# C50H42AsF10O2PPt

C50H42AsF10O2PPt as an isolated structure (ωB97M-V with the def2-TZVPD basis set, the Open Molecules 2025 dataset).

## Properties
- Frontier orbital gap: 0.294 hartree
- HOMO level: -7.98 eV
- LUMO: 0.02 eV
- Charge: 0

Atoms and positions in Å:
Pt (-0.480, 1.537, -1.140)
F (2.751, 7.847, 2.150)
C (1.906, 7.206, 2.976)
F (2.544, 7.074, 4.158)
F (0.855, 8.014, 3.185)
C (1.497, 5.870, 2.426)
C (2.453, 5.067, 1.821)
C (2.102, 3.812, 1.352)
C (0.792, 3.352, 1.482)
C (-0.154, 4.170, 2.091)
C (0.192, 5.424, 2.564)
P (0.293, 1.708, 0.869)
C (-0.470, 0.915, 2.320)
C (-1.415, -0.079, 2.068)
C (-1.994, -0.771, 3.119)
C (-1.637, -0.463, 4.424)
C (-0.712, 0.536, 4.689)
C (-0.132, 1.225, 3.635)
C (-2.250, -1.255, 5.543)
F (-2.010, -0.711, 6.747)
F (-1.763, -2.514, 5.573)
F (-3.585, -1.360, 5.407)
C (1.904, 0.830, 0.701)
C (2.549, 0.887, -0.532)
C (3.749, 0.222, -0.734)
C (4.313, -0.503, 0.303)
C (3.691, -0.554, 1.544)
C (2.497, 0.117, 1.739)
C (5.600, -1.250, 0.114)
F (6.013, -1.250, -1.164)
F (5.476, -2.542, 0.489)
F (6.596, -0.730, 0.856)
H (3.469, 5.422, 1.710)
H (2.854, 3.197, 0.877)
H (-1.170, 3.824, 2.210)
H (-0.553, 6.053, 3.031)
H (-1.650, -0.329, 1.041)
H (-2.717, -1.553, 2.921)
H (-0.447, 0.775, 5.710)
H (0.588, 2.008, 3.842)
H (2.110, 1.418, -1.371)
H (4.227, 0.255, -1.704)
H (4.131, -1.130, 2.348)
H (2.012, 0.052, 2.705)
C (-0.473, 1.253, -5.426)
C (-0.296, 0.545, -4.084)
C (-1.522, -0.307, -3.769)
C (0.952, -0.342, -4.109)
O (-0.105, 1.539, -3.101)
H (-0.549, 0.539, -6.251)
H (0.379, 1.909, -5.610)
H (-1.376, 1.866, -5.412)
H (-1.703, -1.061, -4.541)
H (-2.411, 0.324, -3.689)
H (-1.369, -0.818, -2.818)
H (0.859, -1.170, -4.819)
H (1.118, -0.753, -3.110)
H (1.824, 0.253, -4.389)
F (-3.247, 7.736, -0.972)
C (-3.047, 6.402, -0.921)
C (-2.663, 5.741, -2.072)
C (-2.459, 4.374, -2.012)
C (-2.626, 3.668, -0.817)
C (-2.395, 2.193, -0.774)
C (-3.031, 4.375, 0.314)
C (-3.245, 5.746, 0.275)
H (-2.526, 6.298, -2.989)
H (-2.131, 3.840, -2.897)
H (-2.881, 1.739, -1.646)
H (-2.851, 1.775, 0.125)
H (-3.222, 3.833, 1.234)
H (-3.570, 6.303, 1.144)
O (-0.021, -1.291, -0.304)
As (-0.169, -2.919, -0.494)
C (0.455, -3.864, 1.064)
C (0.680, -3.126, 2.218)
C (1.114, -3.767, 3.370)
C (1.325, -5.138, 3.362)
C (1.108, -5.874, 2.203)
C (0.673, -5.237, 1.051)
C (-2.021, -3.372, -0.778)
C (-2.478, -4.680, -0.895)
C (-3.827, -4.920, -1.109)
C (-4.715, -3.856, -1.203)
C (-4.259, -2.552, -1.079)
C (-2.909, -2.306, -0.866)
C (0.859, -3.607, -1.964)
C (0.265, -4.121, -3.108)
C (1.061, -4.510, -4.178)
C (2.439, -4.377, -4.102)
C (3.032, -3.861, -2.955)
C (2.242, -3.476, -1.884)
H (0.506, -2.057, 2.202)
H (1.282, -3.197, 4.275)
H (1.663, -5.637, 4.261)
H (1.283, -6.942, 2.197)
H (0.531, -5.809, 0.141)
H (-1.792, -5.515, -0.818)
H (-4.187, -5.937, -1.201)
H (-5.767, -4.046, -1.371)
H (-4.952, -1.723, -1.150)
H (-2.531, -1.295, -0.765)
H (-0.813, -4.204, -3.178)
H (0.602, -4.908, -5.074)
H (3.057, -4.674, -4.939)
H (4.108, -3.757, -2.897)
H (2.703, -3.068, -0.991)

Atom charges from the Mulliken analysis, given in e for atoms 1 to 99: Pt 3.420; F -0.268; C 0.862; F -0.259; F -0.273; C 0.279; C -1.226; C -0.590; C 0.250; C -0.092; C -1.130; P -0.981; C 0.317; C 0.505; C -0.803; C 0.339; C -1.193; C -0.297; C 0.793; F -0.295; F -0.239; F -0.273; C 0.438; C -0.700; C -1.049; C 0.145; C -1.017; C -0.483; C 0.801; F -0.293; F -0.255; F -0.274; H 0.438; H 0.421; H 0.836; H 0.465; H -0.454; H 0.512; H 0.480; H 0.615; H 0.658; H 0.507; H 0.451; H 0.352; C -1.905; C 2.038; C -1.751; C -1.234; O -0.703; H 0.373; H 0.421; H 0.391; H 0.563; H 0.316; H 0.155; H 0.424; H -0.060; H 0.414; F -0.347; C 0.392; C -0.798; C -0.349; C -0.352; C -1.284; C -0.068; C -0.757; H 0.459; H 0.445; H 0.926; H 0.457; H 0.421; H 0.466; O 1.511; As -0.276; C 0.335; C 0.220; C -0.954; C -0.708; C -0.701; C -0.730; C 0.630; C -0.270; C -0.705; C -0.581; C -1.163; C -0.024; C 0.139; C -0.376; C -0.736; C -0.499; C -0.676; C -0.400; H 0.280; H 0.512; H 0.397; H 0.426; H 0.349; H 0.341; H 0.417


2.
# C50H42AsF10O2PPt

C50H42AsF10O2PPt as an isolated structure (ωB97M-V with the def2-TZVPD basis set, the Open Molecules 2025 dataset).

## Properties
- Frontier orbital gap: 0.257 hartree
- HOMO level: -7.37 eV
- LUMO: -0.37 eV
- Charge: 0

Atoms and positions in Å:
Pt (0.502, 0.624, 0.190)
F (-4.335, 7.274, -0.464)
C (-4.962, 6.092, -0.603)
F (-6.066, 6.146, 0.165)
F (-5.369, 6.002, -1.878)
C (-4.072, 4.945, -0.204)
C (-3.411, 5.009, 1.013)
C (-2.600, 3.960, 1.419)
C (-2.460, 2.836, 0.612)
C (-3.118, 2.790, -0.617)
C (-3.930, 3.835, -1.024)
P (-1.414, 1.400, 1.028)
C (-2.623, 0.041, 1.127)
C (-2.286, -1.222, 0.656)
C (-3.224, -2.245, 0.689)
C (-4.495, -2.004, 1.184)
C (-4.838, -0.748, 1.668)
C (-3.902, 0.270, 1.634)
C (-5.507, -3.118, 1.216)
F (-6.767, -2.657, 1.138)
F (-5.422, -3.832, 2.355)
F (-5.335, -3.982, 0.201)
C (-0.952, 1.725, 2.770)
C (-0.010, 2.727, 3.015)
C (0.488, 2.931, 4.285)
C (0.045, 2.126, 5.332)
C (-0.895, 1.139, 5.105)
C (-1.388, 0.935, 3.821)
C (0.600, 2.364, 6.709)
F (1.940, 2.480, 6.686)
F (0.297, 1.375, 7.561)
F (0.126, 3.507, 7.244)
H (-3.530, 5.878, 1.647)
H (-2.101, 4.016, 2.375)
H (-3.003, 1.922, -1.256)
H (-4.445, 3.791, -1.973)
H (-1.299, -1.411, 0.253)
H (-2.963, -3.225, 0.312)
H (-5.831, -0.566, 2.056)
H (-4.174, 1.251, 2.008)
H (0.350, 3.343, 2.198)
H (1.227, 3.700, 4.468)
H (-1.229, 0.513, 5.921)
H (-2.090, 0.132, 3.643)
C (2.817, -1.021, 2.096)
C (1.427, -1.663, 2.065)
C (1.376, -2.784, 1.019)
C (1.139, -2.266, 3.440)
O (0.450, -0.701, 1.803)
H (3.593, -1.724, 2.408)
H (2.800, -0.183, 2.796)
H (3.084, -0.625, 1.110)
H (2.273, -3.411, 1.042)
H (1.264, -2.347, 0.026)
H (0.503, -3.419, 1.196)
H (1.764, -3.143, 3.628)
H (0.090, -2.565, 3.489)
H (1.327, -1.533, 4.229)
F (6.537, 2.296, -0.956)
C (5.184, 2.314, -0.931)
C (4.494, 2.087, -2.106)
C (3.109, 2.081, -2.066)
C (2.409, 2.324, -0.882)
C (0.922, 2.340, -0.831)
C (3.154, 2.553, 0.280)
C (4.541, 2.546, 0.267)
H (5.038, 1.915, -3.025)
H (2.559, 1.902, -2.982)
H (0.467, 2.391, -1.825)
H (0.537, 3.177, -0.244)
H (2.630, 2.733, 1.212)
H (5.120, 2.717, 1.164)
O (0.088, -1.026, -1.631)
As (0.800, -1.823, -2.907)
C (0.263, -3.662, -2.933)
C (-0.879, -4.088, -3.604)
C (-1.269, -5.417, -3.522)
C (-0.537, -6.309, -2.752)
C (0.584, -5.876, -2.058)
C (0.992, -4.554, -2.151)
C (0.316, -0.940, -4.540)
C (-0.104, -1.578, -5.700)
C (-0.494, -0.821, -6.798)
C (-0.450, 0.563, -6.738)
C (-0.012, 1.200, -5.585)
C (0.360, 0.451, -4.480)
C (2.713, -1.850, -2.844)
C (3.424, -2.516, -3.840)
C (4.808, -2.521, -3.803)
C (5.477, -1.884, -2.762)
C (4.768, -1.230, -1.768)
C (3.379, -1.196, -1.821)
H (-1.479, -3.388, -4.169)
H (-2.151, -5.753, -4.050)
H (-0.846, -7.344, -2.686)
H (1.139, -6.567, -1.436)
H (1.868, -4.218, -1.610)
H (-0.121, -2.658, -5.762)
H (-0.837, -1.316, -7.697)
H (-0.770, 1.149, -7.590)
H (0.030, 2.281, -5.542)
H (0.651, 0.937, -3.557)
H (2.902, -3.032, -4.638)
H (5.367, -3.022, -4.582)
H (6.559, -1.894, -2.732)
H (5.286, -0.738, -0.956)
H (2.815, -0.656, -1.071)

Atom charges from the Mulliken analysis, given in e for atoms 1 to 99: Pt 2.327; F -0.260; C 0.794; F -0.254; F -0.283; C 0.269; C -1.126; C -0.399; C 0.219; C -0.598; C -0.843; P 2.406; C -0.264; C -0.179; C -1.297; C 0.213; C -1.193; C -0.291; C 0.906; F -0.277; F -0.258; F -0.269; C 0.298; C -0.646; C -1.165; C 0.206; C -0.835; C -0.884; C 0.766; F -0.268; F -0.285; F -0.264; H 0.412; H 0.402; H 0.537; H 0.478; H 0.194; H 0.568; H 0.466; H 0.547; H 0.663; H 0.458; H 0.475; H 0.385; C -1.284; C 1.459; C -1.228; C -2.078; O -0.684; H 0.497; H 0.246; H -0.053; H 0.594; H -0.109; H 0.487; H 0.412; H 0.356; H 0.327; F -0.392; C 0.365; C -0.713; C 0.120; C -0.691; C -1.333; C 0.186; C -0.832; H 0.465; H 0.457; H 0.585; H 1.074; H 0.254; H 0.489; O 0.225; As 0.297; C 0.307; C -0.329; C -0.844; C -0.478; C -0.762; C -0.401; C 0.114; C -0.516; C -0.700; C -0.542; C -0.676; C -0.098; C -0.325; C -0.287; C -0.762; C -0.817; C -0.750; C 0.617; H 0.581; H 0.438; H 0.406; H 0.421; H 0.279; H 0.537; H 0.423


The data favor 1; the next most stable structure lies 0.0293 hartree above it.